1.
DFT (ωB97M-V/def2-TZVPD) results for an isolated molecule of C5H6O.

## Properties
- Relative energy (zero: lowest compared OMol25 entry of this formula, charge and spin): 78.59 kcal per mole
- Frontier orbital gap: 0.37238 Ha
- SMILES: C1[C@@H]2[C@H]1[C@@H]1O[C@H]21
- LUMO level: 1.2 eV
- Calculated total energy: -7325.876 eV

Structure (XYZ):
```
12
Properties=species:S:1:pos:R:3:forces:R:3:lowdin_charge:R:1
C 1.3256 0.1204 -0.4369 0.119 0.097 -0.086 -0.063
C 0.4417 0.3991 0.7515 0.037 0.171 0.311 -0.154
C 0.3091 -0.8870 -0.0303 0.064 -0.204 0.128 -0.163
C -1.1194 -0.4632 -0.4627 -0.190 -0.287 0.029 -0.179
O -1.0945 0.8413 -1.0497 0.060 0.089 -0.122 -0.010
C -1.0231 0.7291 0.3621 -0.195 0.217 0.240 -0.193
H 1.1707 0.6851 -1.3490 0.032 -0.131 0.093 0.109
H 2.3598 -0.1265 -0.2165 -0.169 0.103 0.090 0.108
H 0.8414 0.4592 1.7575 -0.145 0.064 -0.167 0.129
H 0.4952 -1.8049 0.5026 0.147 -0.347 -0.528 0.131
H -1.9451 -1.0958 -0.7685 0.114 0.035 0.234 0.142
H -1.7731 1.1923 0.9936 0.126 0.192 -0.223 0.143
```
Positions in Å, forces in eV/Å.

2.
DFT (ωB97M-V/def2-TZVPD) results for a cluster of 2 separate species, C3H8O2S in total in a non-equilibrium geometry.

## Properties
- Relative energy (zero: lowest compared OMol25 entry of this formula, charge and spin): 20.95 kcal per mole
- Frontier orbital gap: 0.36593 Ha
- SMILES: O=CCCS.O
- LUMO level: 0.8 eV
- Calculated total energy: -18170.336 eV

Structure (XYZ):
```
14
Properties=species:S:1:pos:R:3:forces:R:3:lowdin_charge:R:1
O -0.4049 -1.8204 0.8244 0.352 0.102 1.306 0.068
C -0.4224 -1.7571 -0.3630 -1.066 0.265 -1.085 -0.281
C -0.3189 -0.5116 -1.1943 0.983 0.828 0.192 -0.246
C -0.4765 0.8397 -0.4872 -0.863 -0.326 0.397 -0.557
S -0.7514 2.1392 -1.7460 0.269 0.152 0.092 0.690
H -0.6473 -2.6576 -0.9597 0.304 -0.268 -0.120 0.120
H 0.6952 -0.5303 -1.6125 -0.140 -0.166 -0.416 0.122
H -1.0350 -0.5473 -2.0149 0.075 -0.321 -0.140 0.099
H 0.3194 1.1091 0.1987 0.244 -0.130 -0.157 0.069
H -1.3801 0.7600 0.1228 0.054 0.249 0.020 0.070
H 0.0336 3.1249 -1.2567 -0.170 -0.385 0.027 -0.148
O 1.3831 0.3216 2.8779 -1.056 0.962 0.241 -0.036
H 2.2245 -0.0523 2.7169 1.382 -0.600 -0.247 0.010
H 0.7807 -0.4179 2.8936 -0.366 -0.363 -0.110 0.020
```
Positions in Å, forces in eV/Å.

3.
DFT (ωB97M-V/def2-TZVPD) results for a cluster of 2 separate species, C24H41F13N5OS in total in a non-equilibrium geometry.

## Properties
- Total charge: +1
- Frontier orbital gap: 0.26444 Ha
- LUMO level: -4.1 eV
- Calculated total energy: -81204.784 eV

Structure (XYZ):
```
85
Properties=species:S:1:pos:R:3:forces:R:3:lowdin_charge:R:1
N -3.8334 -2.7769 4.4318 0.781 -0.598 -0.170 0.004
C -3.1201 -2.4143 3.1940 -0.355 0.159 -0.038 -0.292
C -4.0769 -2.2656 2.0042 0.479 1.017 0.360 -0.192
C -3.4447 -1.3595 0.9398 -0.375 -0.225 -0.082 -0.212
C -2.5433 -2.1012 -0.0356 0.506 0.235 0.164 -0.125
C -1.6410 -1.2015 -0.8579 -1.372 -1.531 0.904 -0.206
C -1.3609 -1.5798 -2.1733 0.096 0.263 0.157 0.102
C -0.5728 -0.7577 -2.8977 -0.248 0.273 -0.287 -0.127
C -0.2497 -1.0620 -4.3201 0.208 -0.467 -0.038 -0.111
C 1.1651 -1.6872 -4.4619 -0.021 -0.221 -0.277 -0.249
N 1.0678 -3.0481 -4.9898 0.164 0.005 -0.057 0.004
C -0.1116 0.3877 -2.2335 1.533 1.112 -0.953 -0.099
C 0.7817 1.3451 -2.9852 -0.350 0.078 0.088 -0.069
C -0.0839 2.4621 -3.5930 0.209 -0.303 -0.054 -0.029
C 0.7343 3.5726 -4.2773 -0.566 -0.611 1.108 -0.430
F 1.9364 3.6587 -3.6585 0.211 0.062 -0.357 0.123
F 0.0922 4.7324 -4.0462 0.064 0.303 -0.422 0.144
C 0.8527 3.2969 -5.7922 -0.611 0.116 -0.059 -0.348
F -0.4196 3.3518 -6.2511 -0.073 0.140 -0.058 0.156
F 1.2379 2.0135 -5.9588 0.354 0.099 -0.028 0.134
C 1.6326 4.3078 -6.6783 -0.725 0.499 0.246 -0.364
F 1.0460 5.5084 -6.4415 0.190 -0.079 0.310 0.163
F 1.3642 4.0354 -7.9578 0.504 -0.451 -0.011 0.178
C 3.1463 4.5682 -6.4483 0.844 0.743 -0.668 -0.422
F 3.3727 5.1795 -5.2868 -0.498 -0.538 0.286 0.148
F 3.4870 5.4628 -7.3880 -0.174 -0.263 -0.156 0.146
S 4.3410 3.0957 -6.6022 1.214 0.534 -0.554 0.758
F 3.3289 2.3295 -7.5366 -0.417 -0.219 0.132 -0.115
F 5.0253 3.7084 -7.8805 -0.105 -0.016 -0.210 -0.111
F 5.4008 3.8600 -5.7208 0.048 0.038 0.265 -0.110
F 3.7253 2.4574 -5.2944 -0.433 -0.161 0.169 -0.129
F 5.3174 1.8697 -6.7005 -0.008 -0.165 0.126 -0.099
N -0.4073 0.6631 -0.9795 -0.640 -0.644 -0.188 -0.007
C 0.0625 1.8570 -0.2560 0.566 -0.094 0.251 -0.078
C 1.4933 1.7009 0.3092 -0.148 1.030 0.187 -0.161
C 1.4966 1.9297 1.8234 -0.416 -0.562 0.104 -0.204
C 1.2631 0.6201 2.5817 1.295 0.265 -0.095 -0.263
N 2.4801 -0.2302 2.4800 -0.748 0.272 -0.187 0.004
N -1.1876 -0.1413 -0.2562 0.313 0.665 -0.093 0.207
H -3.8898 -1.9722 5.0425 -0.176 0.133 -0.085 0.064
H -3.2005 -3.3999 4.9220 -0.324 -0.169 0.276 0.053
H -2.5987 -1.4695 3.3609 0.129 0.132 -0.269 0.102
H -2.3568 -3.1489 2.9366 0.056 -0.171 0.266 0.108
H -4.9338 -1.7264 2.4000 -0.364 -0.233 -0.079 0.110
H -4.3812 -3.2331 1.6167 -0.183 -0.080 -0.019 0.114
H -2.9206 -0.5694 1.4663 0.308 0.079 -0.039 0.090
H -4.2057 -0.8455 0.3507 -0.174 -0.071 -0.032 0.117
H -3.1513 -2.7144 -0.6952 -0.030 -0.020 -0.198 0.123
H -1.8717 -2.8028 0.4672 -0.025 -0.028 0.240 0.132
H -1.7658 -2.4763 -2.6096 -0.180 -0.197 0.100 0.147
H -0.4095 -0.2184 -4.9859 0.099 0.191 0.035 0.117
H -0.9404 -1.8435 -4.6226 -0.106 -0.004 -0.185 0.117
H 1.6289 -1.7661 -3.4808 0.115 0.182 0.078 0.119
H 1.7921 -1.0590 -5.0968 0.084 0.180 0.126 0.109
H 1.1638 -3.0379 -5.9979 -0.207 -0.035 -0.067 0.079
H 1.8452 -3.6078 -4.6634 -0.017 -0.026 0.094 0.073
H 1.2585 0.8224 -3.8036 0.129 -0.209 -0.026 0.103
H 1.5829 1.6947 -2.3439 -0.041 0.291 0.095 0.120
H -0.7732 1.9946 -4.2912 -0.049 0.141 -0.236 0.129
H -0.7169 2.9400 -2.8536 0.064 0.204 0.196 0.129
H 0.0214 2.7366 -0.8845 -0.160 -0.096 -0.374 0.119
H -0.6553 2.0111 0.5372 -0.151 -0.189 0.141 0.129
H 2.0986 2.4928 -0.1287 0.107 -0.049 -0.244 0.111
H 1.9652 0.7631 0.0251 -0.062 -0.213 0.153 0.115
H 2.4206 2.3987 2.1433 0.255 -0.171 0.056 0.114
H 0.7044 2.6230 2.1129 -0.074 0.185 -0.209 0.109
H 1.0982 0.8707 3.6269 -0.443 -0.174 0.067 0.110
H 0.4218 0.0823 2.1470 -0.312 0.093 0.234 0.094
H 2.8643 -0.3537 3.4050 0.181 -0.215 -0.055 0.066
H 2.2030 -1.1326 2.1229 0.278 -0.219 0.190 0.056
C -0.7768 -1.2891 9.7440 0.082 -0.101 -0.008 -0.077
C -1.5360 -1.5356 8.4519 -0.052 0.005 0.162 -0.287
O -0.8348 -2.3411 7.5181 0.027 0.079 -0.266 -0.173
C -0.4960 -3.6490 7.9526 -0.012 -0.079 0.120 -0.282
C -1.6976 -4.5002 8.3234 -0.095 0.094 0.000 -0.075
H 0.1863 -0.8207 9.5367 -0.016 0.030 0.000 0.082
H -1.3516 -0.6337 10.3985 -0.003 0.020 -0.021 0.079
H -0.5838 -2.2141 10.2881 -0.069 0.009 0.038 0.067
H -1.7109 -0.5807 7.9547 0.058 -0.058 -0.133 0.115
H -2.5232 -1.9638 8.6574 0.017 -0.026 0.058 0.106
H 0.2180 -3.6003 8.7813 -0.044 -0.015 0.042 0.108
H 0.0296 -4.1132 7.1176 0.007 0.117 -0.061 0.115
H -2.2550 -4.0773 9.1596 0.039 -0.049 0.049 0.068
H -1.3818 -5.5037 8.6087 0.032 0.003 -0.022 0.080
H -2.3824 -4.5795 7.4771 0.002 -0.030 0.000 0.073
```
Positions in Å, forces in eV/Å.

4.
DFT (ωB97M-V/def2-TZVPD) results for a structure of composition C22H41N2O2P3PtSe in a non-equilibrium geometry.

## Properties
- 2S+1: 5
- Total charge: +4
- Frontier orbital gap (spin up / spin down): 0.17666 / 0.10602 Ha
- <S²>: 6.031
- LUMO level (spin up / spin down): -11.8 / -13.7 eV
- Calculated total energy: -126961.792 eV

Structure (XYZ):
```
72
Properties=species:S:1:pos:R:3:forces:R:3:mulliken_spin:R:1
P 3.0858 -0.5437 -0.2652 1.474 0.942 0.353 0.100
C 3.9943 -0.8835 1.2874 -0.626 0.418 0.460 0.022
H 4.8629 -1.5311 1.0435 -0.591 0.353 -0.028 0.000
H 3.3198 -1.3901 2.0007 0.460 0.150 -0.241 0.002
H 4.3767 0.0637 1.7061 -0.230 -0.404 -0.068 -0.003
C 3.1201 -2.2128 -1.0296 -1.066 -0.029 -0.497 0.042
H 2.8276 -2.1754 -2.0959 0.139 -0.150 0.565 -0.006
H 2.4744 -2.9188 -0.4707 0.295 0.395 -0.317 -0.015
H 4.1655 -2.5894 -0.9688 -0.535 0.592 0.086 0.000
C 4.2929 0.5396 -1.1190 0.083 0.068 -0.346 0.080
H 5.2383 -0.0187 -1.2633 -0.456 -0.003 0.060 0.012
H 4.5442 1.3932 -0.4662 -0.348 -0.227 -0.259 0.001
H 3.9451 0.8984 -2.0998 0.074 -0.066 0.411 -0.003
P -1.0203 4.0099 -0.8047 -0.891 1.142 -3.079 0.015
C -0.8330 4.2431 0.9944 -0.195 0.241 0.487 0.000
H -1.3647 5.1428 1.3055 0.112 0.037 0.240 0.001
H 0.2398 4.3449 1.2537 -0.559 -0.029 -0.217 0.000
H -1.2549 3.3780 1.5589 0.265 0.519 -0.550 0.001
C -0.3163 5.5731 -1.7632 0.317 0.176 0.897 0.001
H -0.5581 5.5255 -2.8560 0.255 -0.411 1.002 0.000
H 0.7884 5.6481 -1.6083 -0.785 -0.303 -0.342 0.000
H -0.6928 6.5735 -1.4294 -0.089 -0.993 0.064 0.001
C -2.8811 4.3323 -1.3488 -0.015 -0.346 0.923 0.002
H -3.3750 5.2386 -0.8923 0.872 -0.705 -0.482 0.001
H -3.5063 3.4683 -0.9790 0.605 0.716 -0.662 0.000
H -2.9297 4.4221 -2.4790 0.197 -0.245 1.434 0.000
P -2.7149 -2.3517 -0.3543 -1.042 -0.732 0.497 0.105
C -3.3224 -3.0394 1.2325 0.531 0.610 0.031 0.046
H -3.4883 -4.1229 1.0463 0.105 0.655 0.199 0.001
H -4.2701 -2.5468 1.5146 0.507 -0.251 0.027 0.003
H -2.5205 -2.8823 1.9791 -0.644 -0.233 -0.089 0.003
C -4.2640 -2.6403 -1.3209 -0.048 0.372 -0.706 0.048
H -4.5658 -3.6947 -1.1164 0.478 0.609 -0.142 0.003
H -4.1539 -2.4761 -2.4115 -0.061 -0.129 0.662 -0.005
H -5.0992 -2.0108 -0.9400 0.724 -0.169 -0.136 -0.001
C -1.3509 -3.5372 -0.6601 0.421 -0.025 -0.340 0.095
H -1.7974 -4.5503 -0.6498 0.048 0.473 -0.108 0.008
H -0.6313 -3.5104 0.1803 -0.410 0.183 -0.374 -0.001
H -0.8223 -3.3867 -1.6121 -0.227 -0.071 0.310 -0.019
Pt -0.1919 0.6855 -3.9597 -2.676 13.436 9.029 0.609
C 1.4290 0.2108 0.1583 3.166 -3.555 -0.026 0.509
O 0.4590 0.7937 0.3347 -0.915 1.560 -0.133 0.234
C -2.3222 -0.5551 -0.0092 -1.333 -1.166 1.218 0.542
O -2.0299 0.5643 -0.0042 0.165 -0.486 -1.053 0.170
C -1.3516 -0.4460 -5.0042 0.912 -2.589 -2.765 0.100
C -0.9204 -1.2263 -3.8477 0.103 -2.459 -0.206 0.020
C 0.4141 -1.0897 -3.2856 0.343 -2.732 -1.930 0.013
C 1.4402 -0.4280 -4.1217 1.186 -1.800 -1.200 0.118
C 1.1130 0.2581 -5.3962 -0.057 -2.025 -2.215 -0.052
C -0.3355 0.3147 -5.8717 1.949 -3.439 -0.131 0.079
H -2.3893 -0.4293 -5.2806 -0.320 0.171 -0.064 0.036
H -1.5236 -1.9895 -3.3862 -0.834 0.354 0.210 -0.015
H 0.6450 -1.5872 -2.3361 0.041 0.319 -0.417 0.048
H 2.4730 -0.4489 -3.7652 -0.310 0.553 -0.107 0.039
H 1.9073 0.7427 -5.9517 -0.102 0.062 0.001 -0.003
H -0.5912 0.8165 -6.7717 -0.422 0.570 -0.449 0.020
C -1.8179 0.0718 3.8944 -0.815 0.144 -0.264 -0.019
N -0.4740 0.0250 4.4322 0.411 0.319 0.584 0.049
C 0.0033 0.8577 5.4273 -0.235 -1.325 -1.306 0.117
C 1.2721 0.4300 5.7258 -0.167 -1.522 -1.183 0.119
N 1.5228 -0.6658 4.9176 -0.260 0.960 0.303 0.060
C 2.7537 -1.4260 4.9173 0.779 -0.550 0.096 -0.003
C 0.4632 -0.9183 4.0808 0.090 1.079 0.969 -0.097
Se 0.3944 -2.1554 2.7310 -0.097 0.287 0.477 0.733
H -2.5051 -0.5463 4.4920 0.313 0.215 -0.101 -0.001
H -1.7946 -0.3148 2.8699 -0.035 0.196 0.254 0.020
H -2.1722 1.1102 3.8959 0.108 -0.330 -0.015 0.000
H -0.5819 1.6570 5.8260 -0.213 0.271 0.185 0.006
H 1.9812 0.7911 6.4361 0.301 0.116 0.306 0.005
H 3.5571 -0.8868 4.3980 -0.274 -0.031 0.209 0.002
H 3.0623 -1.6213 5.9509 -0.081 0.029 -0.284 0.002
H 2.5682 -2.3767 4.4046 0.136 0.236 0.286 0.004
```
Positions in Å, forces in eV/Å.

Q: What is the formula in the second record?
A: C3H8O2S

Q: Which value of calculated total energy does entry 2 give?
A: -18170.336 eV

Q: Which of these has the highest calculated total energy?
A: C5H6O

Q: What is the calculated total energy in the second record?
A: -18170.336 eV